[1]
{"formula": "C26H40AgAsN6O3SSi2", "method": "ωB97M-V/def2-TZVPD", "species": ["Ag", "N", "C", "S", "N", "N", "C", "C", "C", "C", "C", "C", "C", "C", "C", "C", "C", "C", "N", "H", "H", "H", "H", "H", "H", "H", "H", "H", "H", "H", "C", "N", "C", "C", "C", "O", "N", "C", "O", "H", "H", "H", "H", "H", "C", "C", "O", "H", "H", "H", "H", "H", "H", "C", "Si", "C", "C", "As", "Si", "C", "C", "C", "H", "H", "H", "H", "H", "H", "H", "H", "H", "H", "H", "H", "H", "H", "H", "H", "H", "H"], "xyz": [[0.251, 0.611, -0.363], [4.970, 0.299, -1.023], [3.667, 0.763, -0.902], [2.625, 0.594, -2.240], [3.467, 1.339, 0.280], [2.202, 1.748, 0.477], [1.949, 2.389, 1.554], [2.990, 2.643, 2.590], [4.042, 3.519, 2.348], [5.017, 3.737, 3.312], [4.956, 3.068, 4.530], [3.919, 2.174, 4.767], [2.942, 1.959, 3.802], [0.548, 2.854, 1.762], [0.150, 3.422, 2.966], [-1.166, 3.828, 3.125], [-2.052, 3.673, 2.079], [-1.568, 3.118, 0.902], [-0.309, 2.738, 0.735], [5.052, -0.451, -1.688], [5.393, 0.122, -0.122], [4.099, 4.023, 1.391], [5.833, 4.420, 3.108], [5.720, 3.231, 5.281], [3.876, 1.628, 5.702], [2.166, 1.212, 3.947], [0.861, 3.530, 3.773], [-1.494, 4.251, 4.067], [-3.094, 3.949, 2.164], [-2.224, 2.973, 0.053], [-3.971, -1.828, 2.042], [-2.641, -1.452, 2.483], [-1.884, -2.268, 3.268], [-0.602, -1.988, 3.546], [0.029, -0.840, 2.884], [1.229, -0.588, 3.082], [-0.736, -0.086, 2.040], [-2.067, -0.295, 1.895], [-2.841, 0.425, 1.256], [-4.315, -2.668, 2.647], [-3.959, -2.114, 0.989], [-4.654, -0.988, 2.152], [-2.391, -3.139, 3.664], [-0.007, -2.620, 4.189], [-0.591, 2.071, -4.088], [-1.611, 2.675, -3.146], [-1.031, 3.604, -2.228], [-1.083, 1.412, -4.811], [0.137, 1.482, -3.532], [-0.058, 2.860, -4.626], [-2.129, 1.881, -2.605], [-2.358, 3.242, -3.706], [-0.496, 3.111, -1.586], [-1.926, -3.415, -4.105], [-2.416, -1.906, -3.071], [-2.748, -0.609, -4.407], [-4.164, -2.343, -2.467], [-1.239, -1.401, -1.152], [0.452, -2.982, -1.230], [1.377, -3.386, -2.827], [1.805, -2.507, -0.016], [-0.234, -4.649, -0.639], [-2.746, -3.649, -4.796], [-1.739, -4.294, -3.477], [-1.023, -3.224, -4.694], [-3.589, -0.958, -5.017], [-1.880, -0.471, -5.061], [-3.008, 0.370, -3.988], [-4.876, -2.494, -3.292], [-4.541, -1.543, -1.817], [-4.125, -3.258, -1.862], [1.904, -2.492, -3.182], [0.723, -3.741, -3.625], [2.120, -4.166, -2.615], [2.531, -1.862, -0.522], [2.323, -3.390, 0.379], [1.416, -1.940, 0.839], [-1.028, -4.999, -1.311], [-0.673, -4.528, 0.357], [0.547, -5.420, -0.588]], "atomic_forces_ev_per_a": [[-0.15, -0.34, -0.47], [-0.02, -0.11, -0.06], [0.03, 0.32, 0.18], [0.02, -0.04, 0.11], [0.03, -0.28, -0.26], [-0.06, -0.01, -0.12], [-0.24, 0.17, 0.15], [-0.01, 0.00, 0.06], [0.00, 0.14, 0.04], [-0.05, -0.04, 0.01], [-0.07, -0.03, -0.06], [0.02, 0.07, -0.09], [0.00, -0.14, 0.07], [0.27, 0.03, -0.07], [-0.01, 0.08, 0.16], [0.09, -0.01, 0.06], [0.00, -0.04, -0.08], [-0.02, -0.03, 0.00], [-0.10, 0.10, 0.07], [0.03, 0.01, -0.06], [0.01, -0.01, 0.03], [0.00, -0.03, 0.01], [0.02, 0.02, 0.00], [0.02, 0.01, 0.02], [0.00, -0.02, 0.01], [0.04, 0.07, -0.03], [-0.02, -0.02, -0.02], [0.02, 0.01, 0.01], [0.00, -0.01, -0.02], [0.01, -0.02, 0.02], [0.12, 0.02, 0.10], [0.01, -0.09, -0.03], [-0.07, 0.09, -0.02], [0.02, -0.02, -0.08], [-0.14, 0.15, -0.12], [-0.11, -0.01, 0.04], [-0.25, 0.10, 0.29], [0.16, -0.06, -0.18], [0.23, 0.07, 0.17], [0.00, -0.03, 0.01], [0.04, 0.00, -0.04], [-0.01, 0.03, 0.03], [-0.05, -0.06, 0.03], [-0.01, 0.01, -0.03], [0.03, 0.03, -0.15], [0.16, 0.14, 0.13], [-0.07, -0.12, -0.09], [0.13, 0.20, 0.10], [0.06, -0.06, 0.05], [-0.01, -0.02, 0.02], [-0.04, -0.07, 0.10], [-0.05, 0.04, 0.00], [0.01, 0.02, -0.06], [0.21, -0.17, 0.03], [-0.29, -0.12, 0.06], [0.11, 0.24, -0.03], [-0.14, 0.00, 0.09], [0.20, 0.00, -0.12], [0.07, -0.11, 0.08], [0.04, 0.17, -0.22], [-0.02, 0.20, 0.21], [-0.10, -0.16, 0.03], [0.05, 0.01, 0.04], [-0.03, 0.10, -0.12], [-0.14, -0.02, 0.04], [0.03, 0.02, -0.01], [-0.14, -0.07, 0.10], [-0.01, -0.17, -0.07], [0.09, 0.00, 0.09], [0.02, -0.10, -0.08], [-0.02, 0.10, -0.06], [-0.05, -0.10, 0.06], [0.07, -0.03, 0.07], [-0.02, 0.05, -0.01], [-0.05, -0.05, 0.06], [-0.02, 0.04, -0.08], [0.09, -0.10, -0.08], [0.06, -0.01, 0.08], [0.03, -0.02, -0.08], [-0.07, 0.07, -0.02]], "de_lowest_kcal_mol": 30.7, "e_homo_ev": -1.060, "lumo_ev": 4.65, "charge": -2}

***

[2]
{"formula": "C26H40Al2B4Cl2N2O15", "method": "ωB97M-V/def2-TZVPD", "species": ["C", "O", "C", "C", "C", "C", "C", "C", "B", "O", "B", "N", "O", "B", "C", "B", "O", "O", "O", "H", "H", "H", "H", "H", "H", "H", "H", "H", "H", "H", "H", "H", "H", "H", "H", "H", "H", "H", "H", "H", "Cl", "Al", "O", "H", "C", "O", "O", "O", "H", "Al", "O", "H", "C", "O", "N", "C", "C", "H", "H", "H", "H", "H", "H", "H", "Cl", "C", "C", "C", "C", "C", "C", "C", "O", "C", "C", "C", "C", "C", "C", "C", "O", "H", "H", "H", "H", "H", "H", "H", "H", "O", "H"], "xyz": [[3.530, -6.808, -3.251], [3.822, -5.683, -4.127], [2.759, -4.692, -4.184], [2.392, -4.114, -2.846], [1.270, -3.077, -2.950], [1.164, -2.340, -1.622], [-0.129, -1.518, -1.529], [-1.418, -2.307, -1.838], [-1.638, -3.614, -1.021], [-0.606, -4.513, -0.721], [-0.909, -5.780, -1.181], [0.104, -6.721, -1.609], [-2.231, -6.192, -1.240], [-3.192, -5.155, -1.352], [-4.408, -5.343, -2.306], [-4.025, -6.396, -3.369], [-3.627, -7.681, -2.903], [-3.942, -6.170, -4.693], [-2.924, -4.034, -0.617], [3.978, -6.628, -2.278], [3.961, -7.707, -3.676], [2.460, -6.942, -3.159], [1.902, -5.160, -4.668], [3.063, -3.876, -4.842], [2.062, -4.869, -2.137], [3.246, -3.611, -2.381], [0.337, -3.531, -3.276], [1.568, -2.366, -3.726], [1.276, -3.023, -0.785], [2.006, -1.650, -1.571], [-0.236, -1.002, -0.581], [-0.056, -0.727, -2.276], [-2.269, -1.655, -1.644], [-1.508, -2.580, -2.894], [0.054, -6.847, -2.618], [1.010, -6.323, -1.404], [-4.599, -4.415, -2.859], [-5.331, -5.566, -1.769], [-2.732, -7.769, -3.276], [-3.886, -5.225, -4.883], [0.947, -6.932, 0.960], [-2.545, -8.702, -1.178], [1.127, -9.502, -2.648], [0.328, -10.024, -2.483], [1.211, 0.791, 1.091], [0.251, 1.454, 0.529], [1.203, 0.767, 2.444], [2.058, 0.218, 0.454], [0.423, 1.298, 2.669], [5.719, -4.708, -4.107], [-0.886, 3.353, 1.211], [-1.127, 3.306, 0.264], [-1.289, 3.481, -3.053], [-2.101, 2.701, -3.523], [-1.601, 4.561, -2.316], [-0.576, 5.463, -1.774], [-2.999, 4.843, -2.049], [-0.202, 3.356, -3.197], [-0.657, 5.465, -0.698], [-0.737, 6.463, -2.180], [0.411, 5.111, -2.062], [-3.458, 4.007, -1.519], [-3.539, 4.984, -2.986], [-3.075, 5.744, -1.445], [0.384, 7.642, -0.479], [3.550, 8.022, 3.129], [2.467, 7.675, 2.328], [1.350, 7.085, 2.892], [1.317, 6.817, 4.252], [2.419, 7.128, 5.053], [3.528, 7.747, 4.488], [2.428, 6.785, 6.500], [3.378, 7.052, 7.208], [1.232, 6.083, 7.062], [1.241, 5.699, 8.397], [0.138, 5.063, 8.941], [-0.984, 4.817, 8.157], [-0.997, 5.194, 6.825], [0.113, 5.818, 6.270], [0.093, 6.191, 4.825], [-0.887, 5.998, 4.138], [4.419, 8.495, 2.690], [2.477, 7.863, 1.262], [0.506, 6.822, 2.270], [4.372, 7.999, 5.115], [2.114, 5.898, 9.001], [0.149, 4.760, 9.979], [-1.848, 4.327, 8.586], [-1.863, 5.004, 6.206], [-5.664, -2.854, -3.693], [-6.617, -3.015, -3.742]], "atomic_forces_ev_per_a": [[0.25, -0.18, 0.14], [0.85, 0.64, -0.07], [-0.54, 0.05, 0.08], [-0.34, 0.17, 0.29], [0.88, 0.02, -0.09], [-0.36, 0.57, 0.01], [0.07, -0.23, -0.86], [-0.07, 0.18, 0.95], [0.14, 0.38, 1.25], [-0.53, -0.19, -1.21], [1.17, -0.19, 1.56], [-0.43, 1.04, -1.07], [-0.07, -0.36, -0.67], [-1.02, -0.08, 1.09], [0.37, 0.01, -0.35], [-0.86, 0.24, 0.48], [0.85, -0.71, -0.14], [0.86, -0.15, 0.04], [0.39, 0.18, -1.38], [-0.15, 0.01, 0.21], [0.01, 0.00, -0.22], [-0.11, -0.08, -0.03], [-0.03, -0.16, -0.01], [0.39, -0.13, -0.18], [0.15, -0.17, 0.01], [0.20, -0.05, -0.05], [-0.05, -0.20, 0.07], [-0.26, 0.16, -0.11], [-0.12, -0.15, 0.04], [0.07, 0.09, 0.15], [0.14, -0.14, 0.23], [-0.02, 0.17, 0.01], [-0.16, 0.03, -0.14], [0.06, 0.06, -0.14], [0.01, -0.77, 0.07], [0.18, -0.41, 0.29], [-0.39, 0.57, 0.28], [-0.03, -0.09, 0.12], [-0.33, -0.36, -0.82], [-0.57, 0.07, -0.19], [-0.05, -0.07, 0.24], [0.01, 0.63, 0.23], [-0.31, 0.51, -0.09], [0.18, -0.08, 0.02], [0.72, 0.22, 2.18], [-1.43, 1.85, -1.00], [-0.41, 0.34, -0.86], [-0.38, -0.10, -0.53], [0.11, -0.06, 0.48], [-0.79, -0.46, -0.01], [1.35, -2.17, -0.43], [0.07, -0.03, 0.04], [-0.04, -0.01, -0.02], [0.00, -0.04, 0.00], [0.30, -0.17, 0.06], [-0.78, -0.64, -0.92], [0.04, -0.09, -0.08], [0.01, 0.03, 0.01], [0.07, 0.16, 0.37], [0.07, -0.18, 0.14], [0.02, 0.01, 0.01], [-0.08, 0.02, -0.01], [-0.06, 0.00, 0.03], [0.05, 0.02, 0.00], [0.45, 0.79, 0.47], [-0.08, -0.09, 0.06], [0.14, 0.09, -0.01], [-0.07, -0.04, -0.12], [0.04, -0.08, 0.07], [-0.10, -0.02, 0.06], [0.08, 0.03, -0.09], [0.09, 0.04, 0.00], [0.00, -0.01, 0.05], [0.00, 0.02, -0.10], [-0.04, -0.05, 0.12], [-0.02, 0.01, -0.02], [0.02, 0.01, 0.00], [-0.06, -0.08, 0.09], [0.07, 0.05, -0.02], [-0.02, 0.11, -0.15], [-0.05, -0.11, 0.13], [0.01, 0.01, 0.00], [-0.03, 0.01, 0.00], [-0.02, 0.05, 0.00], [-0.03, -0.04, 0.08], [0.05, 0.06, -0.06], [0.00, 0.00, 0.01], [-0.01, 0.00, 0.01], [0.04, 0.03, -0.08], [0.25, -0.34, -0.02], [0.06, 0.05, -0.01]], "e_homo_ev": -7.259, "lumo_ev": -6.23, "charge": 0}

***

| no. | frontier orbital gap (eV) | total energy (eV) |
| --- | --- | --- |
| 1 | 5.7 | -134127.0616 |
| 2 | 1.0 | -102241.0798 |